(1)
DFT (ωB97M-V with the def2-TZVPD basis set) results for 2 unconnected molecules or ions with the total composition C28H42N3O10PS in a non-equilibrium geometry.

```
85
Properties=species:S:1:pos:R:3:forces:R:3:lowdin_charge:R:1
H -2.0417 2.2703 -2.7931 0.0 0.0 -0.3 0.077
H -0.2028 2.1924 -2.0504 0.0 0.0 0.0 0.082
C -2.3700 3.4505 0.9063 0.2 0.2 0.5 -0.095
O -1.8305 -3.8766 1.7703 -0.1 0.0 0.0 -0.145
O 0.0314 -2.8586 3.0020 -0.2 -0.2 0.0 -0.102
H 2.5202 2.4812 -2.3561 0.1 0.0 -0.1 0.096
H -3.9136 -0.0942 -2.9974 -0.2 -0.1 0.2 0.118
H 1.0677 2.8487 -0.3095 0.0 0.0 0.0 0.057
H 1.9268 5.0059 -2.2612 0.0 0.1 0.0 0.103
N -3.5415 3.1877 -0.9574 -0.1 0.1 -0.4 -0.104
H -3.4087 -3.0085 -2.4487 -0.1 -0.1 0.0 0.115
H -3.5854 -5.2129 -1.7829 0.1 -0.2 -0.1 0.107
C 4.9449 -3.8452 1.1443 0.2 0.0 0.0 -0.101
C -4.0392 2.7088 -2.2362 -0.2 -0.6 0.1 -0.138
H 2.2363 4.1235 -0.0605 0.0 0.1 0.1 0.077
H -1.1864 0.0575 -3.5435 0.0 0.0 -0.1 0.106
C 0.3826 -0.1576 -1.5440 0.2 0.3 -0.1 -0.141
C 0.6433 -1.0579 0.6984 0.1 0.0 0.1 -0.052
C -3.4536 4.3531 0.9239 -0.1 0.2 0.3 -0.097
H -1.7015 -3.2425 -2.1075 0.0 0.1 -0.2 0.102
H -0.0096 1.9780 -3.8040 -0.2 0.1 0.1 0.111
C -0.9238 -0.6619 -1.5627 -0.2 0.2 0.0 -0.081
C 1.2685 3.9060 -0.5062 -0.1 -0.2 -0.1 -0.092
O 4.7009 -2.4885 0.8393 -0.1 0.2 0.1 -0.141
H 4.7854 -4.4935 0.2789 -0.1 -0.1 0.0 0.091
C -1.7911 -0.4252 -2.7819 -0.1 -0.2 0.3 -0.097
H 1.9475 0.5113 -2.5435 0.1 0.1 0.0 0.105
C -2.4507 2.7508 -0.2581 0.3 -0.3 -0.1 -0.109
C -2.9607 -4.6329 -1.1102 -0.1 0.2 0.0 -0.205
C 1.2656 4.1779 -2.0140 -0.3 -0.3 0.0 -0.243
H -2.0688 -1.4044 -3.1637 0.0 0.0 -0.2 0.101
H 3.6809 1.9954 2.8461 0.0 0.0 0.0 0.079
H 3.2447 -2.3153 -0.5822 -0.1 0.1 -0.1 0.153
H -1.7970 1.9618 -0.5849 -0.1 0.0 -0.2 0.097
C 1.7451 -0.9768 1.7272 0.2 -0.1 -0.1 -0.316
H 5.6859 1.3947 6.0278 0.0 -0.1 0.0 0.082
O -2.2468 -1.6377 2.8978 0.1 -0.1 -0.1 -0.247
H 4.0102 1.1750 6.5507 0.0 -0.1 0.0 0.083
C 1.1455 -0.3884 -0.4085 0.1 -0.2 0.1 -0.018
C 1.6500 2.9373 -2.8305 0.0 0.2 0.4 -0.183
H 4.9555 0.9514 3.5061 0.0 -0.1 0.0 0.091
H -5.0459 4.6793 -0.5330 0.0 -0.1 -0.4 0.116
C 0.4986 1.9280 -2.8405 0.2 -0.3 -0.3 -0.190
H 0.2514 4.4596 -2.3102 0.0 0.2 -0.1 0.103
H -2.6310 -3.9472 2.3136 0.0 -0.1 0.1 0.101
N 2.9907 -0.8999 0.9671 -0.6 0.8 0.3 0.071
C 4.7292 1.9006 6.1673 0.0 0.2 0.0 -0.028
O 1.6877 -0.8359 2.9146 0.0 -0.2 -0.1 0.140
O -1.5872 -6.4167 0.3237 -0.3 -0.3 -0.2 -0.144
C -4.1512 4.1638 -0.2315 -0.2 0.3 0.3 -0.111
C -3.0227 1.8427 -2.9772 -0.3 0.2 0.3 -0.174
S -1.4051 -5.5188 -0.9735 0.2 0.0 -0.4 0.594
H -3.5564 -1.4389 -0.8089 0.1 0.1 0.1 0.114
C 3.3636 -2.2343 0.5049 0.7 -0.3 0.0 -0.190
C -2.6918 -3.2266 -1.6609 -0.1 0.0 0.2 -0.186
H 5.9871 -3.9230 1.4405 0.1 0.0 0.0 0.089
P -1.2432 -2.4317 2.1712 -0.3 0.5 0.4 0.472
H 4.8484 2.7064 6.8875 0.0 0.0 0.0 0.078
C 4.0250 1.4729 3.7360 0.0 0.2 -0.1 -0.023
H -1.6146 3.3295 1.6627 0.1 0.0 0.0 0.097
H -3.7137 5.0751 1.6778 0.1 0.0 0.1 0.093
H -4.3701 3.5518 -2.8381 0.2 0.2 0.0 0.123
O -1.3025 -6.3978 -2.0948 0.0 -0.1 0.2 -0.266
C -1.4067 -1.4077 -0.4745 0.1 0.1 0.4 -0.118
H -3.4680 -4.5860 -0.1479 0.1 0.0 0.1 0.092
C -2.7333 -2.1106 -0.5805 0.0 -0.4 -0.5 -0.112
C -3.0749 0.3884 -2.4968 0.4 0.3 -0.2 -0.177
C 4.2443 2.4640 4.8508 0.0 -0.1 0.0 -0.505
H -3.2558 1.9069 -4.0385 0.2 -0.1 -0.1 0.120
O 3.2105 0.8939 -0.5444 0.0 -0.6 -0.2 0.154
C -0.6370 -1.5878 0.6957 0.0 -0.2 -0.1 -0.093
H 1.9091 3.2301 -3.8461 0.1 -0.1 -0.1 0.108
O 4.0436 3.6470 4.7077 0.0 0.0 0.0 0.066
H -2.2998 -6.0585 0.8672 0.2 0.1 0.2 0.068
H 2.7212 -2.9930 0.9665 -0.1 0.0 0.1 0.141
H -2.9719 -2.5749 0.3608 -0.2 0.1 0.2 0.075
H 0.4851 4.4636 0.0022 0.1 0.2 0.1 0.064
H -4.9260 2.0938 -2.0464 -0.1 0.1 0.0 0.127
H 3.2789 0.7342 4.0284 0.1 -0.1 0.0 0.066
H 4.3245 -4.1796 1.9799 -0.1 0.0 0.0 0.090
H -3.2502 0.4188 -1.4222 -0.2 -0.1 0.0 0.093
C 2.5605 -0.0192 -0.1156 0.2 0.2 0.0 -0.322
H 0.2847 -2.1406 3.6029 0.3 0.0 0.0 0.081
O -0.3421 -4.5896 -0.7362 -0.1 0.0 0.1 -0.272
N 0.9416 0.5273 -2.6319 0.1 0.0 0.1 0.047
```
Forces are in eV/Å.

Output
**ΔE to the lowest compared entry with this formula, charge and spin**: 0.000 eV
**LUMO level**: -0.5 eV
**Net charge**: 0
**DFT total energy**: -2748.39917 a.u.
**Kohn-Sham gap**: 7.9 eV
**SMILES**: CCCCNc1c(CCCCn2cccc2)c(CCCS(=O)(=O)O)c(P(=O)(O)O)c2c1C(=O)N(COC)C2=O.CC(C)=O

(2)
DFT (ωB97M-V with the def2-TZVPD basis set) results for a molecular structure, C28H42N4O3RuSSi2Te in a non-equilibrium geometry.

```
82
Properties=species:S:1:pos:R:3:forces:R:3:lowdin_charge:R:1
Si 0.4335 -3.1450 -0.8090 0.0 -0.1 -0.2 0.377
H -2.2242 4.3959 -4.8600 0.0 0.0 0.0 0.093
H -0.6836 -4.3387 1.0746 0.0 0.0 0.0 0.018
H 4.4669 -0.5334 2.8242 0.0 0.1 0.0 0.115
H 1.0739 -0.0169 -4.5355 0.0 0.0 0.0 0.114
C 2.1075 -2.9075 -0.0030 0.0 0.0 0.0 -0.169
Ru 1.0021 1.2871 2.3940 -0.7 -2.4 0.7 0.915
C 2.0243 -0.1586 -4.0369 0.0 0.0 0.0 -0.057
H -0.0308 -1.6978 4.5807 0.0 0.0 0.0 0.119
H -3.4600 -2.7152 0.5315 0.0 0.0 0.0 0.012
H 2.0069 -2.6424 1.0538 0.0 -0.1 0.0 0.014
H 2.7594 -1.4954 -5.5344 0.0 0.0 0.0 0.100
C 0.3699 -0.6825 4.7091 0.0 0.0 -0.1 -0.163
C -1.8450 3.2594 -3.0735 0.0 0.0 0.0 -0.088
C 4.1899 -1.2110 -3.9595 0.0 0.0 0.0 -0.105
C -4.2619 -1.9950 0.3476 0.1 0.0 0.0 -0.190
H -1.4583 -4.7200 -0.4664 0.0 0.0 0.0 0.027
H 2.7099 -3.8170 -0.0583 0.0 0.0 0.0 0.036
H -1.1937 2.0657 -1.4129 0.0 0.0 0.0 0.089
H -2.2085 1.2650 1.4657 0.0 0.0 0.0 -0.014
H -3.3441 -1.6713 3.4001 0.0 0.0 0.0 0.026
C 0.2868 2.1031 -2.9575 -0.1 0.0 0.0 -0.181
C 2.9734 -0.9976 -4.5962 0.0 0.0 0.0 -0.104
H -3.7564 -0.0191 3.8092 0.0 0.0 0.0 0.033
C -0.7978 0.2976 4.5852 -0.1 0.0 0.0 -0.655
O -1.5390 0.5135 5.5255 -0.1 -0.1 -0.1 0.036
H 1.2182 -2.8031 -3.1461 0.0 0.0 0.0 0.008
Te -0.7336 -0.9093 1.3620 0.4 0.3 -0.2 1.448
H -5.0458 -1.1913 3.4635 0.0 0.0 0.0 0.030
C 3.4866 0.2450 -2.1764 0.0 0.0 0.0 -0.038
C -1.5293 3.7545 -4.3332 0.0 0.0 0.0 -0.108
H -2.7966 3.5053 -2.6175 0.0 0.0 0.0 0.099
N 0.7551 4.2300 1.2880 -0.1 0.5 0.4 -0.007
H 1.2127 -4.5223 -2.7357 0.0 0.0 0.0 0.028
H -4.2874 -1.7838 -0.7244 0.0 0.0 0.0 0.029
H -1.4260 2.8230 3.1885 0.0 -0.1 -0.1 0.047
Si -4.0015 -0.4314 1.3614 -0.2 0.0 -0.1 0.387
H -1.5863 3.4800 1.6548 0.0 0.0 0.0 0.068
C -0.3089 3.4197 -4.9060 0.0 0.0 0.0 -0.096
H 0.2711 4.0407 0.4195 0.2 -0.2 -0.1 0.057
N -1.0740 3.5046 2.5261 0.1 0.2 0.2 0.023
O 2.9747 -1.8294 4.4436 0.0 -0.1 -0.1 -0.007
H 0.0803 -5.4768 -0.0399 0.0 0.0 0.0 0.027
C -4.0436 -0.8624 3.1768 0.1 0.1 0.0 -0.178
H 1.5418 2.3721 -4.6841 0.0 0.0 0.0 0.109
H -0.3042 -3.6998 -3.1162 0.0 0.0 0.0 0.029
C 2.2599 0.4862 -2.8123 0.0 -0.1 0.0 -0.191
C 2.5425 -0.9432 3.7022 0.0 0.1 -0.1 -0.586
C 3.4180 -0.3553 2.5812 0.0 -0.1 0.2 -0.141
H 5.3854 -0.7351 -2.2413 0.0 0.0 0.0 0.099
H 0.7742 -0.6358 5.7225 0.0 0.0 0.0 0.125
H -5.2072 -2.4716 0.6184 0.0 0.0 0.0 0.028
C -0.5340 -1.5513 -0.6771 0.1 0.0 0.1 -0.538
H -5.4018 1.0057 -0.1174 0.0 0.0 0.0 0.024
H 2.6569 -2.1014 -0.4983 0.0 0.0 0.0 0.022
C -0.9503 2.4516 -2.3949 0.0 0.0 0.0 -0.030
H -0.0092 -0.7475 -1.2040 -0.1 0.0 0.0 -0.007
C 0.5849 2.6026 -4.2339 0.0 0.0 0.0 -0.044
C 1.1386 1.4317 0.4443 -0.2 1.1 0.3 -0.221
H -5.3040 1.6899 1.5089 0.0 0.0 0.0 0.028
H 4.9342 -1.8597 -4.4034 0.0 0.0 0.0 0.093
H 3.3880 1.5820 3.2695 0.0 0.2 -0.1 0.057
C -2.3769 0.3626 0.8812 0.0 -0.1 0.1 -0.522
S 1.3383 3.1895 3.7276 -0.1 0.0 -0.2 0.596
N 3.0911 1.0781 2.4403 0.0 -0.1 -0.6 -0.103
H -2.3068 0.5854 -0.1836 0.0 0.0 0.0 0.004
C -0.4945 -4.5495 0.0200 0.0 0.0 0.0 -0.191
H 3.6745 0.7278 -1.2257 0.0 0.0 0.0 0.103
H 3.5349 1.4861 1.6247 0.1 0.0 0.1 0.089
C -5.3995 0.7581 0.9469 0.0 0.0 0.0 -0.187
C 1.2151 1.4282 -0.7850 0.2 -0.2 -0.6 -0.159
C 0.3173 3.3724 2.3357 0.1 0.0 -0.6 -1.024
H 3.1852 -0.8400 1.6315 0.0 0.0 0.0 0.088
H -0.0457 3.8077 -5.8828 0.0 0.0 0.0 0.096
C 1.2482 1.3244 -2.1761 0.1 0.2 0.3 -0.175
N 1.3467 -0.3684 3.6956 0.2 0.5 0.6 -0.143
C 4.4391 -0.5816 -2.7458 0.0 0.0 0.0 -0.093
O -0.9552 0.8337 3.3949 0.1 0.5 0.2 -0.363
H -6.3704 0.3199 1.1910 0.0 0.0 0.0 0.024
C 0.6631 -3.5847 -2.6212 0.0 0.0 0.0 -0.172
H -1.5376 -1.6509 -1.0970 0.0 0.0 0.0 0.011
H 1.7528 4.1642 1.1603 0.0 -0.1 -0.1 0.053
```
Forces are in eV/Å.

Output
**ΔE to the lowest compared entry with this formula, charge and spin**: 1.577 eV
**LUMO level (alpha / beta)**: 2.3 / 1.5 eV
**Net charge**: -1
**DFT total energy**: -2877.09779 a.u.
**⟨S²⟩**: 0.782
**Kohn-Sham gap (alpha / beta)**: 6.3 / 5.9 eV
**Multiplicity**: 2

(3)
DFT (ωB97M-V with the def2-TZVPD basis set) results for 4 unconnected molecules or ions with the total composition C28H43B2N4O9P2S in a non-equilibrium geometry.

```
89
Properties=species:S:1:pos:R:3:forces:R:3:lowdin_charge:R:1
H -2.5745 10.3707 0.1854 0.0 -0.1 0.0 0.098
H -2.0493 -7.4942 -0.8044 -0.2 1.4 -0.8 0.113
H -1.7735 -4.2660 2.2534 0.7 0.1 0.0 -0.029
H -3.9727 -7.8988 -2.4227 0.3 1.8 0.5 0.122
B 0.6570 -1.2698 -1.6890 0.8 1.8 0.5 -0.460
C -2.3000 -6.5888 -1.4623 -1.4 -0.3 0.4 -0.150
O -4.7629 -6.6401 -0.9220 -0.8 1.0 -1.8 -0.239
C 1.2100 2.1348 1.7753 0.2 0.5 0.4 -0.148
C -0.4547 3.4520 0.6988 0.1 0.0 0.1 -0.067
H -0.2649 9.5903 3.7244 0.0 -0.1 -0.1 0.076
H 3.8417 -4.8041 -4.0127 -0.6 0.6 1.7 0.115
H -2.4423 -1.5284 -1.8572 -0.2 -1.3 -0.6 0.088
O -2.6426 -2.3368 -2.4058 2.7 -0.4 -0.3 -0.187
N 1.6124 3.1549 2.5525 -0.5 0.1 -0.4 0.051
H 1.9982 1.4000 -2.2395 -1.5 -1.3 -0.7 0.110
C -2.3445 -5.2366 -0.5690 -0.6 -1.3 -0.2 -0.123
O -1.4146 -4.4047 -3.7412 -0.6 2.0 1.2 -0.172
H -5.9498 -5.4411 -2.3243 0.5 -0.5 1.4 0.085
H -6.7824 -5.8469 -0.7266 1.9 0.0 -0.7 0.091
H 3.8862 -5.2551 -2.2191 -0.4 1.6 -1.1 0.114
H 4.2056 -1.6974 -4.6233 1.2 -1.5 0.9 0.079
C 1.5023 -6.0501 -3.2080 0.1 -0.1 0.0 -0.068
H 0.3723 -6.2094 -3.2909 1.7 0.4 0.3 0.055
C -1.8730 9.7700 0.7513 0.0 0.0 0.1 -0.082
H -2.2017 -4.4011 -4.3498 1.1 0.3 0.9 0.098
H -3.1665 -4.5471 -0.9825 1.4 -0.8 0.5 0.089
C 3.5169 -4.4397 -2.9569 -0.4 -0.1 -0.4 -0.174
C 1.9074 -4.4879 -2.9282 0.5 -1.4 -0.6 -0.212
C -0.0763 7.5124 7.5388 0.0 0.0 0.1 -0.080
O -0.8274 -1.9004 -4.2524 -0.3 -2.0 2.8 -0.339
H 1.9648 -6.4373 -4.1945 -0.5 0.9 1.5 0.083
C 0.5624 6.2718 5.6109 0.3 0.3 -0.4 -0.130
C 0.1262 -2.8119 -1.6599 -0.7 -0.8 0.8 -0.216
C 2.6191 -4.6647 0.2280 3.0 -2.0 -2.4 -0.155
H 1.8992 -6.7216 -2.3565 -0.7 1.2 -1.3 0.099
N -0.4595 7.8225 0.8524 -0.4 0.8 0.3 0.053
C -0.5856 9.3358 2.7225 -0.1 0.1 -0.1 -0.067
C 0.4916 8.6356 6.9541 0.0 -0.1 0.0 -0.076
C 4.9243 -2.3536 -3.9856 0.0 1.2 0.8 -0.140
C 0.9705 4.3252 2.3932 0.3 -0.6 0.1 -0.167
C 1.0702 8.5012 5.7026 0.1 -0.5 -0.3 -0.170
H 1.7435 1.2011 1.9261 0.0 0.0 0.0 0.101
H 1.5100 -3.8651 -3.8223 0.5 -0.7 1.7 0.152
H -0.0897 1.3751 0.2386 0.1 0.2 0.1 0.072
O 0.2392 -0.4223 -0.5585 1.5 -1.6 -1.5 0.039
C 1.2354 -4.0296 -1.5383 -3.9 -0.4 0.4 -0.301
H 1.5244 9.3513 5.2029 0.0 0.0 0.1 0.103
C 0.1916 2.2313 0.8402 -0.2 0.2 -0.1 -0.064
H -0.5402 7.5778 8.5173 0.0 0.0 -0.1 0.105
C 1.2221 0.7702 -2.8338 0.8 1.5 -1.4 -0.089
C -5.7484 -5.6199 -1.2091 -0.7 1.1 0.5 -0.144
O 3.3625 -5.6448 0.5112 -4.7 6.1 -0.9 0.077
C -0.1023 8.1998 2.0930 0.0 -0.4 -0.6 -0.141
H 0.4612 -3.7648 1.9791 -0.9 -0.3 0.0 -0.037
H 0.4843 9.5939 7.4590 0.0 0.0 0.0 0.100
H -5.4072 -4.6045 -0.7639 -0.5 -1.5 -0.7 0.091
H 5.5136 -3.1147 -4.6064 -1.1 1.0 0.8 0.067
H 5.7062 -1.6042 -3.5569 -1.3 -1.2 -0.8 0.070
C 4.1646 -2.9851 -2.7102 1.1 -0.5 0.5 -0.241
B -0.8879 -4.5180 -0.3438 0.4 0.3 0.5 -1.065
H 0.6075 7.5455 2.5887 -0.1 0.1 0.1 0.080
C -3.8233 -6.8155 -2.0221 1.7 -0.4 -0.2 -0.221
H 3.4183 -2.2308 -2.2797 1.0 -1.2 -0.8 0.088
H -1.5418 -6.5653 -2.3200 -1.2 0.1 1.2 0.085
H 1.4135 1.0419 -3.9499 -0.4 -0.6 1.9 0.108
C -1.4881 10.1343 2.0339 0.0 0.1 0.1 -0.082
S -0.0434 -6.5392 2.0834 0.1 -0.5 0.5 0.017
P -1.1277 -2.8585 -3.0821 -1.7 1.6 -3.7 0.745
C -0.0432 6.3044 6.8568 0.0 0.2 0.1 -0.064
H -2.7086 -5.5738 0.4859 0.3 0.5 -1.9 0.086
N 2.0979 -3.6298 -0.3762 2.3 -4.2 2.1 0.180
C -1.3363 8.6133 0.2097 0.4 -0.5 0.2 -0.148
H -3.9550 -6.0439 -2.8735 -0.2 -1.2 1.4 0.109
H 0.6165 5.3500 5.0406 -0.1 0.0 0.1 0.090
H 0.7342 -0.6852 0.2512 -0.8 -0.1 -0.7 0.119
H -1.8877 11.0326 2.4928 0.0 -0.1 0.0 0.103
O -0.7419 -3.0579 -0.4977 1.1 1.4 -2.0 -0.095
H -0.5446 5.4887 1.4063 0.1 -0.1 0.0 0.067
O 0.3112 -5.0472 -1.0118 1.5 0.3 -1.9 -0.059
H -1.6089 8.2851 -0.7884 0.0 0.1 0.0 0.102
H -0.4771 5.4086 7.2835 0.0 0.0 -0.1 0.105
H 4.9800 -3.1264 -1.8896 -1.4 0.3 -1.3 0.110
P -0.5716 -4.7172 1.5859 0.4 0.4 0.6 0.383
H 1.3164 5.1325 3.0315 0.0 0.1 -0.1 0.074
N 1.1182 7.3440 5.0203 -0.3 0.0 0.7 0.060
H 0.1513 1.1091 -2.6090 1.6 -0.7 -0.1 0.104
H -1.2580 3.5674 -0.0214 0.0 0.0 0.0 0.105
C -0.0613 4.5227 1.4899 -0.1 0.0 0.0 -0.072
O 1.4507 -0.6604 -2.7228 -2.3 -0.4 2.2 -0.039
```
Forces are in eV/Å.

Output
**ΔE to the lowest compared entry with this formula, charge and spin**: 0.000 eV
**LUMO level**: 1.8 eV
**Net charge**: -1
**DFT total energy**: -3119.63579 a.u.
**Kohn-Sham gap**: 6.0 eV